No. 1
{"formula": "C37H32N3", "method": "ωB97M-V/def2-TZVPD", "species": ["C", "C", "C", "C", "C", "C", "C", "C", "C", "C", "C", "C", "C", "C", "C", "C", "C", "H", "H", "H", "H", "H", "H", "H", "H", "H", "H", "H", "H", "H", "H", "H", "H", "H", "C", "C", "C", "C", "N", "C", "N", "C", "C", "C", "C", "C", "C", "C", "C", "C", "C", "C", "C", "C", "N", "C", "C", "H", "H", "H", "H", "H", "H", "H", "H", "H", "H", "H", "H", "H", "H", "H"], "positions_angstrom": [[6.15, -1.96, 4.86], [4.94, -1.16, 4.49], [5.04, 0.23, 4.31], [3.91, 0.98, 3.98], [2.63, 0.39, 3.80], [1.49, 1.18, 3.44], [0.21, 0.74, 3.58], [-0.95, 1.30, 2.75], [-2.21, 0.52, 3.03], [-3.33, 0.68, 2.19], [-4.44, -0.13, 2.31], [-4.49, -1.16, 3.28], [-5.71, -2.06, 3.32], [-3.42, -1.29, 4.17], [-2.32, -0.45, 4.07], [2.56, -1.02, 4.01], [3.69, -1.77, 4.33], [5.88, -3.02, 4.97], [6.95, -1.90, 4.11], [6.58, -1.63, 5.82], [6.02, 0.71, 4.45], [4.01, 2.06, 3.83], [1.71, 2.21, 3.13], [-0.04, -0.01, 4.32], [-0.14, 2.41, 2.40], [-3.29, 1.47, 1.43], [-5.29, 0.01, 1.64], [-5.62, -2.84, 4.09], [-6.63, -1.49, 3.52], [-5.85, -2.55, 2.35], [-3.48, -2.06, 4.96], [-1.59, -0.58, 4.86], [1.60, -1.54, 3.87], [3.64, -2.85, 4.46], [-4.26, 5.61, 4.29], [-3.70, 4.38, 4.64], [-2.69, 3.82, 3.87], [-2.30, 4.50, 2.69], [-1.57, 3.80, 1.73], [-1.26, 2.34, 1.65], [-0.62, 2.50, 0.25], [-0.36, 1.36, -0.50], [0.09, 0.23, 0.18], [0.29, -0.97, -0.50], [0.08, -1.01, -1.88], [-0.37, 0.12, -2.58], [-0.62, 1.31, -1.88], [-0.81, 3.77, -0.29], [-0.31, 4.34, -1.58], [-1.06, 5.35, -2.25], [-0.61, 5.90, -3.46], [0.62, 5.51, -4.02], [1.39, 4.56, -3.34], [0.94, 4.00, -2.14], [-1.45, 4.54, 0.55], [-2.82, 5.76, 2.36], [-3.81, 6.31, 3.16], [-5.04, 6.05, 4.92], [-4.04, 3.84, 5.51], [-2.23, 2.87, 4.07], [0.27, 0.33, 1.24], [0.60, -1.84, 0.08], [0.25, -1.94, -2.43], [-0.54, 0.09, -3.65], [-0.99, 2.19, -2.40], [-2.00, 5.70, -1.83], [-1.21, 6.65, -3.99], [0.96, 5.94, -4.96], [2.35, 4.25, -3.77], [1.59, 3.27, -1.64], [-2.48, 6.24, 1.45], [-4.22, 7.29, 2.91]], "total_charge": 1, "largest_force_ev_per_a": 7.1, "energy_ha": -1592.92898}

***

No. 2
{"formula": "C7H14N", "method": "ωB97M-V/def2-TZVPD", "species": ["C", "C", "C", "C", "C", "C", "C", "N", "H", "H", "H", "H", "H", "H", "H", "H", "H", "H", "H", "H", "H", "H"], "positions_angstrom": [[-2.18, 0.50, -1.35], [-1.29, -1.82, 1.36], [-2.09, 0.15, 0.03], [-1.45, -0.80, 0.58], [0.90, 1.16, -0.98], [1.34, -1.02, -0.40], [0.66, 0.58, 1.36], [0.89, 0.29, -0.03], [-2.07, 1.61, -1.58], [-3.12, 0.24, -1.65], [-0.42, -2.14, 1.89], [-2.04, -2.69, 1.33], [-2.56, 0.96, 0.65], [-1.42, 0.02, -2.18], [0.45, 2.15, -0.90], [1.33, 0.89, -2.00], [2.00, -1.41, 0.38], [0.41, -1.62, -0.24], [1.74, -1.04, -1.44], [1.56, 0.60, 1.94], [0.23, 1.60, 1.44], [0.29, -0.33, 1.89]], "total_charge": 1, "largest_force_ev_per_a": 5.9, "energy_ha": -329.45680}

***

No. 3
{"formula": "CH8BIO3Sb", "method": "ωB97M-V/def2-TZVPD", "species": ["C", "O", "B", "O", "Sb", "O", "I", "H", "H", "H", "H", "H", "H", "H", "H"], "positions_angstrom": [[-1.01, -0.80, 1.88], [-1.45, 0.27, 1.08], [-0.40, 0.94, 0.42], [-0.31, 2.34, 0.63], [1.07, -0.05, -0.97], [-0.43, -1.36, -1.48], [0.39, 1.76, -3.00], [-0.46, -0.44, 2.76], [-0.37, -1.51, 1.35], [-1.87, -1.36, 2.24], [-0.69, 2.74, -0.14], [2.08, -0.86, -2.14], [2.37, 1.00, -0.48], [1.59, -1.22, 0.25], [-0.51, -1.44, -2.42]], "total_charge": -1, "largest_force_ev_per_a": 2.7, "energy_ha": -831.44604}

***

No. 4
{"formula": "C5H13NO3", "method": "ωB97M-V/def2-TZVPD", "species": ["C", "C", "C", "O", "H", "H", "H", "H", "H", "H", "H", "H", "C", "C", "N", "O", "O", "H", "H", "H", "H", "H"], "positions_angstrom": [[-1.25, 2.40, 0.72], [-0.11, 2.82, 1.60], [-1.52, 2.93, -0.48], [0.07, 0.58, -0.58], [0.83, -0.01, -0.42], [-1.88, 1.62, 1.13], [-0.50, 3.22, 2.53], [0.48, 3.59, 1.11], [0.53, 1.97, 1.81], [0.32, 1.50, -0.94], [-1.01, 3.83, -0.81], [-2.42, 2.66, -1.01], [-0.67, -2.36, 0.44], [1.34, -2.61, -0.78], [2.00, -3.43, -1.63], [0.12, -3.11, -0.50], [1.80, -1.59, -0.31], [2.95, -3.21, -1.87], [1.56, -4.25, -2.00], [-1.54, -2.98, 0.65], [-0.99, -1.42, -0.01], [-0.10, -2.16, 1.34]], "smiles": "COC(N)=O.C=CC.O", "largest_force_ev_per_a": 2.9, "energy_ha": -478.77374}

***

No. 5
{"formula": "C34H50N4O8", "method": "ωB97M-V/def2-TZVPD", "species": ["O", "C", "O", "C", "C", "C", "H", "H", "H", "H", "H", "H", "O", "C", "O", "C", "C", "C", "H", "H", "H", "H", "H", "H", "O", "C", "O", "C", "C", "C", "H", "H", "H", "H", "H", "H", "N", "C", "C", "C", "C", "H", "H", "H", "H", "H", "N", "C", "C", "C", "C", "H", "H", "H", "H", "H", "N", "C", "C", "C", "C", "H", "H", "H", "H", "H", "N", "C", "C", "C", "C", "H", "H", "H", "H", "H", "C", "C", "O", "C", "H", "H", "H", "H", "H", "H", "C", "C", "O", "C", "H", "H", "H", "H", "H", "H"], "positions_angstrom": [[-1.64, -0.25, 5.75], [-1.84, 0.32, 4.71], [-2.89, 0.06, 3.91], [-2.76, 0.90, 2.71], [-1.33, 1.27, 2.67], [-0.95, 1.39, 4.15], [-3.37, 1.78, 2.95], [-3.18, 0.46, 1.80], [-1.19, 2.11, 1.98], [-0.61, 0.54, 2.28], [-1.32, 2.36, 4.49], [0.10, 1.40, 4.43], [-1.70, -2.44, -0.86], [-2.32, -2.99, 0.00], [-2.81, -2.29, 1.05], [-3.65, -3.16, 1.85], [-3.85, -4.45, 1.04], [-2.51, -4.47, 0.28], [-4.52, -2.64, 2.25], [-3.02, -3.34, 2.73], [-4.71, -4.36, 0.38], [-3.92, -5.33, 1.67], [-2.60, -4.95, -0.70], [-1.74, -4.90, 0.90], [5.33, -2.94, 2.87], [4.93, -1.87, 2.49], [4.84, -1.51, 1.20], [4.40, -0.14, 1.03], [3.76, 0.15, 2.36], [4.51, -0.70, 3.39], [3.64, -0.03, 0.27], [5.30, 0.44, 0.79], [2.68, -0.03, 2.29], [3.88, 1.17, 2.74], [3.82, -0.97, 4.19], [5.42, -0.23, 3.76], [5.19, 2.90, -0.86], [3.81, 2.89, -0.91], [3.34, 3.47, 0.28], [4.50, 3.77, 1.05], [5.59, 3.45, 0.30], [5.81, 2.60, -1.58], [3.38, 2.62, -1.86], [2.33, 3.61, 0.63], [4.41, 4.19, 2.04], [6.64, 3.57, 0.53], [-3.69, 2.17, -2.48], [-3.21, 3.26, -3.16], [-2.02, 2.93, -3.73], [-1.66, 1.67, -3.18], [-2.77, 1.16, -2.54], [-4.52, 2.16, -1.92], [-3.69, 4.23, -3.19], [-1.31, 3.50, -4.31], [-0.75, 1.12, -3.38], [-2.88, 0.26, -1.96], [-3.40, 4.80, -0.19], [-2.21, 5.14, -0.79], [-2.28, 6.48, -1.07], [-3.55, 6.96, -0.67], [-4.22, 5.89, -0.11], [-3.68, 3.87, 0.07], [-1.44, 4.38, -0.86], [-1.54, 7.12, -1.51], [-3.85, 7.99, -0.83], [-5.24, 5.86, 0.22], [-0.23, -2.52, 3.98], [-0.31, -3.89, 3.89], [0.36, -4.26, 2.74], [0.89, -3.12, 2.13], [0.57, -2.08, 2.97], [-0.70, -1.96, 4.68], [-0.86, -4.43, 4.64], [0.46, -5.26, 2.33], [1.33, -3.02, 1.15], [0.61, -1.00, 2.88], [0.68, -1.13, -1.78], [1.50, 0.10, -1.49], [2.43, 0.31, -2.23], [0.91, 1.09, -0.46], [0.67, -1.84, -0.95], [0.92, -1.56, -2.75], [-0.37, -0.90, -1.97], [1.67, 1.32, 0.30], [0.06, 0.57, -0.01], [0.56, 2.02, -0.90], [1.00, -5.51, -6.31], [1.33, -4.04, -6.55], [2.34, -3.70, -7.09], [0.20, -3.10, -6.17], [0.48, -6.11, -7.06], [0.62, -5.55, -5.29], [1.95, -6.05, -6.23], [0.10, -2.92, -5.10], [-0.66, -3.68, -6.51], [0.20, -2.15, -6.70]], "smiles": "c1cc[nH]c1.c1cc[nH]c1.c1cc[nH]c1.c1cc[nH]c1.O=C1CCCO1.O=C1CCCO1.O=C1CCCO1.CC(C)=O.CC(C)=O", "largest_force_ev_per_a": 2.5, "energy_ha": -2146.42508}

***

No. 6
{"formula": "C3H7FN2O", "method": "ωB97M-V/def2-TZVPD", "species": ["C", "C", "C", "N", "N", "O", "F", "H", "H", "H", "H", "H", "H", "H"], "positions_angstrom": [[-0.57, 0.63, 1.04], [0.09, -1.38, -1.25], [1.06, -0.66, -0.34], [-1.09, 1.87, 1.20], [0.49, 0.61, 0.13], [-0.84, -0.35, 1.73], [0.50, 1.64, -0.81], [-0.14, -0.80, -2.13], [0.38, -2.34, -1.43], [-0.82, -1.70, -0.88], [1.15, -1.38, 0.55], [1.96, -0.47, -0.92], [-0.33, 2.52, 1.24], [-1.84, 1.83, 1.86]], "smiles": "CCN(F)C(N)=O", "largest_force_ev_per_a": 3.6, "energy_ha": -403.05174}